Below is a 2-piece molecular cluster, C7H6NOS overall, with properties calculated with ωB97M-V/def2-TZVPD.

Geometry (Å):
H  -3.8635  -2.2013  -1.0874
C  -3.1379  -2.0340  -0.3166
C  1.4641  0.9954  0.8649
O  -3.2667  0.3528  -1.0631
C  3.5263  0.6254  1.8864
N  -1.4401  -0.2453  0.0720
H  -2.2913  -2.6608  -0.7341
H  3.9158  2.8832  1.5217
S  2.2054  -0.3177  1.5920
C  -2.7676  -0.5724  -0.5569
H  1.8429  3.0205  0.1774
H  -3.3167  -2.1219  0.8074
C  -0.4645  0.3476  0.2134
H  4.2938  0.0241  2.3194
C  2.1191  2.1596  0.6798
C  3.3028  1.9659  1.4827

Its HOMO energy is -13.626 eV. As for the total energy: -798.08084 Eh. Its spin multiplicity is 1. The calculation puts the LUMO energy at -5.26 eV. For the energy above the lowest of the compared OMol25 structures with the same formula, charge and spin, the calculation gives 2.0504 eV. The total charge is +1.

***

Below is C7H6O as an isolated structure, with properties calculated with ωB97M-V/def2-TZVPD.

Geometry (Å):
H  2.6761  -1.1908  -0.0279
C  -2.0800  0.5047  0.0863
H  -2.5052  0.9504  -0.8190
H  2.6168  1.0134  -0.0852
H  0.3220  2.4219  -0.1827
C  1.6647  0.5885  0.0212
C  -0.6178  -0.8274  -0.0614
H  0.4666  -2.6365  -0.0612
C  0.4783  1.3305  -0.0638
H  -2.6782  0.6233  0.9941
C  1.7192  -0.7990  0.0982
C  -0.6235  0.5557  0.1424
C  0.4891  -1.5818  0.0322
O  -1.9282  -0.9529  -0.0731

Its HOMO energy is -8.487 eV. As for the total energy: -345.49382 Eh. Its spin multiplicity is 1. The calculation puts the LUMO energy at 0.96 eV. For the energy above the lowest of the compared OMol25 structures with the same formula, charge and spin, the calculation gives 0.8544 eV.

***

Below is a 2-piece molecular cluster, C7H6O3 overall, with properties calculated with ωB97M-V/def2-TZVPD.

Geometry (Å):
C  -1.4962  1.0369  -0.2497
H  -2.4789  1.6886  -0.3561
C  -0.2269  1.4574  0.0348
H  -0.1305  2.5886  -0.1000
C  0.8213  -0.4600  0.1509
C  -1.7119  -0.2945  -0.0308
H  -0.2718  -2.1370  -0.1843
O  -2.9643  -0.8998  -0.0776
O  2.1102  1.6225  0.0428
H  -3.5641  -0.2199  0.9824
H  2.7412  0.7993  -0.4631
C  0.9801  0.8438  0.2131
O  3.0432  -1.0199  -0.1874
C  1.9302  -1.4151  0.0823
C  -0.4416  -1.0811  -0.0028
H  1.6600  -2.5097  0.1455

Its HOMO energy is -8.631 eV. As for the total energy: -495.89066 Eh. Its spin multiplicity is 1. The calculation puts the LUMO energy at -0.68 eV. For the energy above the lowest of the compared OMol25 structures with the same formula, charge and spin, the calculation gives 4.6609 eV.

***

Below is a single C7H6O3S molecule, with properties calculated with ωB97M-V/def2-TZVPD.

Geometry (Å):
H  -0.9602  2.9357  0.1221
C  -1.0909  0.8074  0.1024
H  2.1283  1.2120  -0.9540
C  2.1298  -0.8134  0.0177
S  -1.9280  -0.7999  -0.0085
C  1.8662  0.7211  -0.0165
H  -0.4835  -2.8998  -0.1403
C  -0.4124  -1.8332  -0.0661
C  0.6296  -1.0167  0.0099
H  2.6581  -1.2326  -0.8340
O  -2.8730  2.3054  -0.0302
C  0.4133  0.3964  0.0647
H  2.2690  1.3014  0.8133
O  -2.6087  -0.8901  -1.2656
H  2.5958  -1.1636  0.9352
O  -2.6450  -1.1298  1.1877
C  -1.6884  2.0996  0.0620

Its HOMO energy (spin up / spin down) is -9.437 / -9.439 eV. As for the total energy: -894.08884 Eh. Its spin multiplicity is 1. The calculation puts the LUMO energy (spin up / spin down) at -1.80 / -1.80 eV. For the energy above the lowest of the compared OMol25 structures with the same formula, charge and spin, the calculation gives 3.5183 eV. The SMILES is O=CC1=C2CCC2=CS1(=O)=O.

***

Below is C7H6S as an isolated structure, with properties calculated with ωB97M-V/def2-TZVPD.

Geometry (Å):
H  0.6362  2.9690  1.3642
C  -0.6974  -0.1391  1.6816
H  -1.1949  -0.7723  2.3952
C  0.3501  1.9782  1.0695
C  0.2830  0.2298  -0.5030
C  0.6588  1.5252  -0.2136
S  0.3281  -0.9544  -1.8199
H  -1.5612  -2.1083  -0.7060
C  -0.5338  -1.8220  -0.4386
C  -0.3164  1.1748  1.9963
C  -0.3772  -0.5852  0.4228
H  1.1880  2.1658  -0.9240
H  0.0307  -2.7246  -0.0851
H  -0.5505  1.5713  2.9841

Its HOMO energy is -8.213 eV. As for the total energy: -668.49921 Eh. Its spin multiplicity is 1. The calculation puts the LUMO energy at 0.86 eV. For the energy above the lowest of the compared OMol25 structures with the same formula, charge and spin, the calculation gives 0.0000 eV.

***

Below is a 31-piece molecular cluster, C7H75IO32P overall, with properties calculated with ωB97M-V/def2-TZVPD.

Geometry (Å):
H  8.1733  -0.5904  -5.3533
O  6.3383  -1.3873  -2.8773
P  -0.7604  -1.1891  -0.4495
H  -4.2648  5.5888  3.3267
H  7.5468  1.1328  -3.3503
O  -5.2589  -0.1512  -0.2934
H  0.7256  2.3622  1.0234
O  -1.1623  -2.6704  3.0702
O  0.5462  -3.6210  -3.0413
H  0.7545  -9.1871  1.4815
O  1.9654  5.8429  1.0072
C  -1.8918  1.1253  -0.0255
H  2.9461  -1.1357  0.5389
H  3.0514  0.2785  3.6044
H  0.7198  1.2082  7.2290
H  -0.8406  3.5640  6.6830
H  0.7984  -4.2147  -1.1179
H  1.7221  -0.2291  -2.0595
H  -0.1515  -2.2479  -1.2029
H  5.7929  -0.8618  -2.2713
O  -0.7395  3.0104  7.4701
O  -0.6492  0.0357  -1.6980
H  -0.1950  -7.0554  4.3199
I  3.9949  0.9438  -1.2720
H  -2.0536  1.9975  0.6123
O  0.4074  -7.7048  4.7005
H  -7.3357  4.5936  -2.5690
H  -4.7572  5.5636  -1.1204
O  1.4771  -8.7719  1.9664
H  -3.5632  4.6564  -1.3609
H  0.4921  -4.5858  0.3352
H  0.9486  2.3088  -1.8995
H  1.3377  -6.2980  -0.8444
H  -1.5349  1.8944  -2.0327
O  -1.5134  4.0700  -5.4952
O  1.3455  0.7990  6.6173
O  6.8941  1.7762  -3.0451
H  4.0091  -5.1051  -4.8472
H  1.6245  -6.6596  2.2198
O  -0.9370  4.0379  2.4760
H  1.7381  -5.1594  2.0095
H  -1.7365  4.3818  -3.2883
H  3.0034  -1.4220  -2.1491
O  -3.4816  5.8738  2.8463
O  -0.0400  5.1214  5.3516
H  0.7825  -1.1581  1.4387
H  4.0853  -2.9577  2.3494
H  1.7258  -9.4248  2.6316
H  -2.8135  0.6303  6.1428
O  -1.7792  4.3846  -2.3241
O  3.7422  -7.9128  0.0568
H  -2.8955  0.9308  -0.4496
H  -4.6666  6.8257  -4.0625
O  1.1025  -5.8840  1.9900
O  -7.5225  3.8748  -3.1792
H  1.4109  -3.5400  -3.4607
C  -0.9826  1.3405  -1.2681
H  2.0876  -2.4017  -0.2959
H  0.0069  5.1063  4.3873
H  -0.7987  3.6258  8.2072
H  -5.9346  -0.8196  -0.1432
H  3.0105  -8.2472  0.5896
O  1.2099  -4.3005  -0.2427
H  1.1453  -6.2114  -2.3499
H  2.7822  -4.3740  -5.3642
O  -7.0747  1.2918  -2.0218
O  -2.6356  4.6078  -8.2350
H  -1.5925  -2.1753  2.3542
H  5.9235  -2.2560  -2.8858
H  -2.4343  1.9398  6.8272
H  -7.1558  3.0883  -2.7422
C  0.8654  -0.7265  0.4347
H  -7.7741  0.6540  -1.8596
H  6.2388  1.8027  -3.7488
C  0.4059  2.9111  0.1376
H  2.7501  -0.0689  5.0533
O  -3.2075  -3.3864  0.1923
H  -3.8687  -3.9160  -0.2663
H  -2.9322  -3.9321  0.9380
O  8.6016  -0.6350  -4.4936
H  -1.4165  3.2091  2.3613
O  -3.1326  1.5233  6.3055
O  3.6599  -2.0956  2.3936
H  7.9076  -0.9611  -3.8998
H  0.8259  5.4357  5.6287
O  -1.5892  -0.0643  0.6416
H  -6.3211  0.9662  -1.5018
H  0.1174  -2.7672  -3.1847
C  0.2363  2.2542  -1.0704
H  -1.9797  5.2989  -8.3784
O  1.3037  -6.8483  -1.6449
H  2.2386  6.5820  1.5594
C  2.5514  -0.6656  -1.5035
H  -3.7021  6.0488  -3.1701
H  -1.5107  4.5653  3.0456
C  2.1373  -1.3142  -0.1792
H  4.3085  -1.5319  2.8323
O  -4.5777  6.4557  -3.1797
O  3.4598  0.2414  4.4775
H  -3.3638  4.8396  -8.8196
H  -2.1013  4.2047  -6.2490
H  -0.9241  3.3615  -5.7717
H  3.3193  -7.6234  -0.7607
O  3.3769  -4.4204  -4.6078
H  0.2438  3.9784  0.2800
H  2.1078  1.3865  6.6301
H  0.9186  -8.0086  3.9434
O  -4.1586  4.9666  -0.6588
H  -4.4954  -0.4622  0.2149
H  -3.7773  5.9728  1.9321
H  -0.9201  4.7214  -2.0464
H  -0.4878  -2.0621  3.3863
H  1.2911  5.3828  1.5228
H  0.9718  0.3501  0.5930
H  -2.0252  -1.5395  -1.0719
H  -1.0771  -2.1781  0.5619

Its HOMO energy is -4.097 eV. As for the total energy: -3358.28987 Eh. Its spin multiplicity is 1. The calculation puts the LUMO energy at 1.54 eV. For the energy above the lowest of the compared OMol25 structures with the same formula, charge and spin, the calculation gives 1.3511 eV. The total charge is -1.